The following is a DFT calculation (ωB97M-V/def2-TZVPD) of a structure of composition C44H36N4O4P2PdS2.

```
93
Properties=species:S:1:pos:R:3:mulliken_charge:R:1
Pd 1.057 0.634 -0.044 0.389
O 2.554 3.702 2.084 -0.710
C 1.946 3.052 1.263 0.106
O 2.022 1.745 1.217 -0.851
C 1.060 3.733 0.240 0.707
C 0.949 5.141 0.264 -0.854
C 0.071 5.733 -0.592 -0.850
C -0.727 4.932 -1.442 1.208
C -1.709 5.469 -2.306 -0.835
C -2.486 4.640 -3.065 -0.788
C -2.322 3.239 -2.988 -0.690
C -1.374 2.690 -2.170 0.153
C -0.548 3.532 -1.393 -0.517
N 0.383 2.966 -0.578 0.405
H 1.557 5.691 0.967 0.554
H -0.043 6.810 -0.616 0.428
H -1.839 6.543 -2.347 0.420
H -3.240 5.054 -3.722 0.405
H -2.950 2.588 -3.582 0.541
H -1.257 1.614 -2.107 0.346
C -1.617 -0.967 1.695 -1.854
P -0.172 0.150 1.826 1.403
C -0.849 1.732 2.396 1.245
C -0.314 2.423 3.478 -0.652
C -0.787 3.689 3.797 -0.743
C -1.790 4.272 3.038 -0.701
C -2.320 3.589 1.949 -0.697
C -1.849 2.329 1.628 -0.786
C 0.829 -0.528 3.166 0.569
C 0.258 -0.750 4.419 -0.509
C 1.011 -1.308 5.438 -0.860
C 2.339 -1.644 5.208 -0.633
C 2.907 -1.427 3.964 -0.540
C 2.157 -0.867 2.940 -0.353
P -1.385 -2.379 0.507 0.689
C -2.744 -3.467 1.077 0.378
C -2.653 -4.829 0.785 -0.591
C -3.681 -5.696 1.116 -0.646
C -4.827 -5.216 1.735 -0.455
C -4.935 -3.865 2.018 -0.685
C -3.901 -2.997 1.692 -0.310
C 0.044 -3.234 1.274 0.087
C 1.187 -3.384 0.499 -0.393
C 2.318 -4.002 1.020 -0.397
C 2.302 -4.488 2.314 -0.664
C 1.156 -4.359 3.095 -0.648
C 0.036 -3.737 2.577 -0.258
H -2.439 -0.356 1.312 0.861
H -1.890 -1.303 2.700 0.853
H 0.501 1.997 4.048 0.450
H -0.353 4.225 4.631 0.403
H -2.150 5.262 3.285 0.400
H -3.088 4.046 1.338 0.469
H -2.241 1.827 0.749 0.217
H -0.777 -0.486 4.605 0.434
H 0.566 -1.476 6.410 0.432
H 2.931 -2.077 6.005 0.404
H 3.940 -1.696 3.783 0.455
H 2.597 -0.698 1.966 0.378
H -1.765 -5.215 0.299 0.396
H -3.587 -6.749 0.886 0.387
H -5.631 -5.893 1.994 0.373
H -5.826 -3.478 2.497 0.388
H -4.014 -1.944 1.921 0.320
H 1.184 -3.020 -0.520 0.422
H 3.204 -4.106 0.405 0.473
H 3.178 -4.977 2.721 0.389
H 1.145 -4.739 4.108 0.459
H -0.856 -3.640 3.185 0.393
N 1.468 1.639 -7.886 -0.542
C 1.120 0.998 -6.711 0.951
C 1.185 1.676 -5.488 -0.888
C 0.802 1.046 -4.322 -0.362
C 0.345 -0.266 -4.348 -0.659
C 0.290 -0.949 -5.553 -0.401
C 0.668 -0.324 -6.726 -0.814
S -0.173 -1.067 -2.857 1.495
O -1.432 -0.509 -2.442 -0.789
O -0.078 -2.481 -3.116 -0.743
N 0.912 -0.596 -1.763 0.365
C 2.230 -0.933 -1.858 1.001
S 3.058 -1.707 -3.159 -0.048
C 4.544 -1.511 -2.288 -0.447
C 4.317 -0.894 -1.104 -0.955
N 3.009 -0.582 -0.847 -0.334
H 2.056 2.449 -7.803 0.223
H 1.681 1.056 -8.677 0.216
H 1.541 2.699 -5.459 0.347
H 0.877 1.577 -3.379 0.346
H -0.042 -1.979 -5.564 0.525
H 0.619 -0.861 -7.665 0.303
H 5.479 -1.869 -2.684 0.457
H 5.069 -0.664 -0.364 0.433
```

Properties
**E**: -104092.3242 eV
**Relative energy (zero: lowest compared OMol25 entry of this formula, charge and spin)**: 5.10 kcal per mole
**Max |F|**: 0.71 eV/Å